[1]
Here is a cluster of 10 separate species, C40H110N10O10 in total in a non-equilibrium geometry from the Open Molecules 2025 dataset. Energies are from ωB97M-V/def2-TZVPD.

```
170
C40H110N10O10 ωB97M-V/def2-TZVPD
C -1.40839 -1.82517 -0.01365
C -1.40856 -0.31923 -0.15053
C -0.39295 0.34436 0.79534
O -0.66191 0.07856 2.15068
C 0.45256 0.34607 2.96648
N -1.14059 0.03788 -1.55134
H -0.39322 -2.22760 -0.11419
H -2.08349 -2.33369 -0.69656
H -1.68375 -2.05698 1.02089
H -2.41203 0.02110 0.12703
H -0.38384 1.41834 0.58439
H 0.58077 -0.08949 0.52691
H 0.19035 0.11504 4.00246
H 0.80332 1.37646 2.89945
H 1.24756 -0.39487 2.80406
H -1.46203 0.98312 -1.75845
H -0.12371 0.11580 -1.64675
C 3.14540 -4.58573 -6.55539
C 1.86938 -3.86865 -6.11711
C 2.08306 -3.19336 -4.77330
O 0.91039 -2.50986 -4.38727
C 1.05458 -1.88049 -3.14330
N 1.50367 -2.90768 -7.16541
H 3.82216 -3.79152 -6.87323
H 2.96330 -5.28133 -7.37472
H 3.63016 -5.18137 -5.77847
H 1.05807 -4.60334 -6.01739
H 2.93070 -2.50088 -4.88395
H 2.41694 -3.89437 -4.00128
H 0.07885 -1.49345 -2.83579
H 1.74769 -1.03369 -3.15717
H 1.28972 -2.58587 -2.33508
H 0.81285 -2.24472 -6.82251
H 0.99164 -3.46109 -7.84782
C -5.38681 1.60771 -4.33549
C -3.96487 1.59828 -3.76098
C -3.89947 2.60299 -2.62842
O -2.56200 2.70497 -2.11773
C -2.55894 3.45895 -0.92565
N -3.73064 0.24464 -3.24649
H -6.00565 1.10880 -3.58348
H -5.50176 1.06733 -5.27347
H -5.79881 2.61227 -4.45318
H -3.29167 1.83113 -4.59411
H -4.58770 2.30224 -1.83249
H -4.12843 3.62604 -2.94652
H -2.91229 4.47357 -1.16245
H -1.54270 3.54734 -0.55019
H -3.23074 3.10524 -0.13643
H -2.78923 0.15529 -2.84030
H -3.68780 -0.44192 -3.99515
C -5.99961 -4.07400 -1.74870
C -6.41665 -2.64772 -2.09594
C -5.70988 -1.65884 -1.20495
O -6.13288 -1.88457 0.12993
C -5.32176 -1.25090 1.08856
N -5.94645 -2.43306 -3.49770
H -6.34305 -4.23937 -0.71477
H -4.92932 -4.08829 -1.50918
H -6.35659 -4.91262 -2.33481
H -7.49691 -2.50858 -2.01746
H -5.95039 -0.62942 -1.50009
H -4.62672 -1.75946 -1.35761
H -4.36575 -1.78581 1.12021
H -5.78072 -1.33108 2.07338
H -5.11116 -0.18856 0.92279
H -5.71742 -1.44724 -3.60133
H -5.06978 -2.95583 -3.57932
C 2.27075 -4.04663 3.31908
C 3.61364 -3.86057 2.62068
C 3.50264 -3.12277 1.28176
O 2.90683 -3.96247 0.31604
C 1.55773 -3.67678 0.01232
N 4.45817 -3.01026 3.51944
H 2.36506 -4.51345 4.30292
H 1.67391 -4.77073 2.76037
H 1.75677 -3.09555 3.44649
H 4.21989 -4.76128 2.50431
H 4.52740 -2.94744 0.93264
H 3.04604 -2.13190 1.37792
H 0.81270 -4.11660 0.68940
H 1.31747 -4.18743 -0.92238
H 1.40977 -2.59556 -0.01960
H 4.47263 -3.38872 4.45842
H 5.40057 -3.07926 3.14353
C -1.75321 -4.15406 -3.11281
C -2.52834 -4.73164 -4.28996
C -3.27369 -6.01452 -3.98197
O -2.41164 -7.12184 -3.83711
C -1.80972 -7.55675 -5.03626
N -3.49701 -3.66698 -4.66256
H -1.18595 -3.26294 -3.39565
H -1.01521 -4.86363 -2.73472
H -2.36586 -3.72304 -2.31752
H -1.88649 -4.81040 -5.17487
H -4.01120 -6.19308 -4.77703
H -3.86231 -5.93189 -3.06981
H -1.26757 -8.48526 -4.90408
H -1.08569 -6.78946 -5.34789
H -2.51124 -7.56682 -5.87771
H -2.96241 -2.82878 -4.86485
H -3.96627 -3.92691 -5.52716
C 4.08509 2.29054 2.75856
C 4.24346 0.79817 2.47395
C 5.59289 0.43725 1.86132
O 5.81493 1.15627 0.66171
C 6.62882 0.44014 -0.23970
N 3.96544 0.04349 3.69795
H 4.72527 2.66896 3.55330
H 3.02217 2.48222 2.90662
H 4.28375 2.89923 1.87311
H 3.49191 0.48456 1.74336
H 5.57212 -0.64132 1.65194
H 6.43589 0.61240 2.54294
H 6.80438 1.01166 -1.14865
H 6.10418 -0.47296 -0.55490
H 7.57223 0.15681 0.23730
H 4.62515 0.25032 4.44397
H 4.13328 -0.95060 3.49600
C -1.30648 5.09620 7.74292
C -1.89403 3.67859 7.73087
C -0.85765 2.56541 7.83668
O -0.04622 2.50687 6.69102
C 0.97745 1.52878 6.75818
N -2.93857 3.57438 8.73726
H -0.61897 5.26936 6.91057
H -0.71925 5.20373 8.65837
H -2.06453 5.86576 7.61913
H -2.24173 3.52828 6.70220
H -1.40030 1.61954 7.97783
H -0.17535 2.69967 8.69381
H 1.49149 1.47705 5.80159
H 0.58068 0.57268 7.10238
H 1.72418 1.91071 7.46694
H -3.43603 2.70546 8.56827
H -2.58415 3.53291 9.68486
C 2.07937 3.10979 0.04489
C 2.74357 2.93239 -1.28641
C 1.96951 2.00707 -2.22784
O 1.78177 0.71043 -1.71203
C 2.95094 -0.04551 -1.51936
N 2.85519 4.25823 -1.92546
H 2.62445 3.77877 0.71200
H 1.92096 2.17128 0.58225
H 1.08568 3.55453 -0.06658
H 3.78105 2.59111 -1.16054
H 2.42835 1.94890 -3.22259
H 0.97614 2.45151 -2.33841
H 3.62798 0.50207 -0.85054
H 3.52331 -0.24400 -2.43245
H 2.72672 -0.98864 -1.02522
H 3.63062 4.75795 -1.48905
H 3.27315 4.14777 -2.85312
C 0.76453 8.73523 2.15055
C 1.48747 7.39653 2.27383
C 0.65693 6.35464 3.03126
O 1.46493 5.21652 3.19485
C 0.85565 4.24606 4.00514
N 1.63838 6.87711 0.90836
H -0.24676 8.71991 1.74506
H 1.33028 9.44185 1.53856
H 0.71643 9.24579 3.12212
H 2.41720 7.60308 2.81214
H -0.32746 6.22993 2.56901
H 0.47208 6.80302 4.01948
H -0.16696 4.06842 3.64437
H 0.66056 4.62013 5.02401
H 1.44464 3.34803 4.16615
H 1.63832 5.86114 0.94398
H 2.53125 7.10005 0.48098
```

Kohn-Sham gap: 8.8452 eV
Energy relative to the best compared isomer or geometry (same formula, charge and spin): 1.617 eV
SMILES: COC[C@H](C)N.COC[C@H](C)N.COC[C@H](C)N.COC[C@H](C)N.COC[C@H](C)N.COC[C@H](C)N.COC[C@H](C)N.COC[C@H](C)N.COC[C@H](C)N.COC[C@H](C)N
Charge: 0
E_tot: -2889.75173 a.u.

These are the Löwdin partial charges, in e, on atoms 1 to 99: atom 1 (C): -0.044, atom 2 (C): -0.390, atom 3 (C): -0.204, atom 4 (O): -0.162, atom 5 (C): -0.101, atom 6 (N): 0.055, atom 7 (H): 0.042, atom 8 (H): 0.057, atom 9 (H): 0.084, atom 10 (H): 0.135, atom 11 (H): 0.116, atom 12 (H): 0.112, atom 13 (H): 0.086, atom 14 (H): 0.072, atom 15 (H): 0.071, atom 16 (H): 0.048, atom 17 (H): 0.045, atom 18 (C): -0.071, atom 19 (C): -0.449, atom 20 (C): -0.211, atom 21 (O): -0.184, atom 22 (C): -0.110, atom 23 (N): 0.040, atom 24 (H): 0.078, atom 25 (H): 0.073, atom 26 (H): 0.075, atom 27 (H): 0.127, atom 28 (H): 0.132, atom 29 (H): 0.129, atom 30 (H): 0.068, atom 31 (H): 0.068, atom 32 (H): 0.072, atom 33 (H): 0.066, atom 34 (H): 0.073, atom 35 (C): -0.068, atom 36 (C): -0.424, atom 37 (C): -0.190, atom 38 (O): -0.217, atom 39 (C): -0.113, atom 40 (N): 0.057, atom 41 (H): 0.069, atom 42 (H): 0.077, atom 43 (H): 0.075, atom 44 (H): 0.138, atom 45 (H): 0.131, atom 46 (H): 0.129, atom 47 (H): 0.090, atom 48 (H): 0.074, atom 49 (H): 0.092, atom 50 (H): 0.039, atom 51 (H): 0.067, atom 52 (C): -0.067, atom 53 (C): -0.413, atom 54 (C): -0.236, atom 55 (O): -0.182, atom 56 (C): -0.111, atom 57 (N): 0.032, atom 58 (H): 0.075, atom 59 (H): 0.072, atom 60 (H): 0.077, atom 61 (H): 0.135, atom 62 (H): 0.115, atom 63 (H): 0.111, atom 64 (H): 0.078, atom 65 (H): 0.085, atom 66 (H): 0.082, atom 67 (H): 0.023, atom 68 (H): 0.007, atom 69 (C): -0.047, atom 70 (C): -0.392, atom 71 (C): -0.208, atom 72 (O): -0.162, atom 73 (C): -0.122, atom 74 (N): 0.012, atom 75 (H): 0.076, atom 76 (H): 0.075, atom 77 (H): 0.081, atom 78 (H): 0.138, atom 79 (H): 0.119, atom 80 (H): 0.114, atom 81 (H): 0.088, atom 82 (H): 0.088, atom 83 (H): 0.050, atom 84 (H): 0.078, atom 85 (H): 0.077, atom 86 (C): -0.040, atom 87 (C): -0.405, atom 88 (C): -0.201, atom 89 (O): -0.175, atom 90 (C): -0.108, atom 91 (N): 0.027, atom 92 (H): 0.052, atom 93 (H): 0.088, atom 94 (H): 0.060, atom 95 (H): 0.124, atom 96 (H): 0.125, atom 97 (H): 0.122, atom 98 (H): 0.088, atom 99 (H): 0.069

[2]
Here is a cluster of 10 separate species, C40H110N10O10 in total in a non-equilibrium geometry from the Open Molecules 2025 dataset. Energies are from ωB97M-V/def2-TZVPD.

```
170
C40H110N10O10 ωB97M-V/def2-TZVPD
C -24.07769 8.85502 -9.93839
C -25.52450 9.11520 -10.55603
C -26.18931 10.37124 -10.06498
O -27.47239 10.51685 -10.46991
C -28.07082 11.73400 -10.09672
N -25.38215 8.97533 -11.96107
H -23.41609 9.72097 -9.96053
H -23.59742 8.02127 -10.45055
H -24.25232 8.59303 -8.89485
H -26.18974 8.32139 -10.21629
H -25.62103 11.19688 -10.49333
H -26.13622 10.41648 -8.97721
H -28.24073 11.90159 -9.03316
H -29.05509 11.62898 -10.55310
H -27.52487 12.53067 -10.60205
H -25.15108 9.87548 -12.35657
H -26.29363 8.63977 -12.23802
C -23.86196 9.98587 -17.11811
C -24.48555 11.16912 -16.43480
C -25.53724 10.81531 -15.35699
O -25.94635 12.09401 -14.85639
C -26.89285 12.14793 -13.77159
N -23.45641 12.15708 -16.03363
H -23.67128 9.22784 -16.35843
H -22.92011 10.22942 -17.60975
H -24.56587 9.49345 -17.78903
H -25.05574 11.73478 -17.17168
H -25.06728 10.17719 -14.60863
H -26.26706 10.15893 -15.83092
H -27.65881 11.38886 -13.93039
H -27.37357 13.11603 -13.63097
H -26.44091 11.76297 -12.85744
H -23.84048 12.96054 -15.55712
H -22.97074 12.47257 -16.86109
C -24.01454 15.03668 -13.03624
C -23.33901 14.20943 -11.95213
C -24.27504 14.03984 -10.74122
O -23.77348 13.04997 -9.80616
C -24.07146 13.29455 -8.40530
N -22.74037 13.07168 -12.56462
H -24.91493 14.48647 -13.30947
H -23.45889 15.13168 -13.96915
H -24.42737 15.97402 -12.66329
H -22.51478 14.78897 -11.53635
H -25.17524 13.68666 -11.24421
H -24.49281 15.00028 -10.27406
H -25.00609 13.83142 -8.24298
H -23.25393 13.87981 -7.98435
H -24.07722 12.33555 -7.88723
H -23.44324 12.75172 -13.21554
H -22.77720 12.37997 -11.82959
C -33.86380 17.46209 -11.26381
C -33.25177 16.11821 -10.89387
C -31.73519 15.99372 -11.17804
O -31.26410 14.65777 -10.96158
C -30.16590 14.39625 -11.85394
N -33.63773 15.70331 -9.54769
H -33.49576 18.32195 -10.70407
H -34.94838 17.47426 -11.15583
H -33.54464 17.73587 -12.26943
H -33.66993 15.44724 -11.64422
H -31.10013 16.69633 -10.63847
H -31.64361 16.24306 -12.23518
H -29.27461 14.95032 -11.55947
H -30.45459 14.51728 -12.89802
H -29.65097 13.43815 -11.78342
H -33.12067 14.83571 -9.54466
H -34.61373 15.47074 -9.66364
C -29.50461 7.26508 -14.18768
C -28.77265 8.37838 -13.43096
C -29.61338 9.68015 -13.30440
O -29.86389 10.16405 -14.60389
C -30.85267 11.21248 -14.66553
N -28.27965 7.85980 -12.10441
H -29.85324 7.59074 -15.16774
H -30.29438 6.71966 -13.67108
H -28.76192 6.47387 -14.29010
H -27.85774 8.54197 -14.00041
H -29.15781 10.42915 -12.65667
H -30.56091 9.43098 -12.82669
H -31.76606 10.74911 -14.29255
H -31.03822 11.43046 -15.71727
H -30.59122 12.09734 -14.08521
H -28.84737 7.29922 -11.48510
H -27.86866 8.52572 -11.46586
C -23.59328 16.63203 -18.64670
C -23.48386 15.18403 -18.14907
C -22.52606 14.40609 -19.10040
O -22.25607 13.09567 -18.58063
C -21.14593 12.51141 -19.14237
N -23.04327 15.25155 -16.77085
H -23.69231 16.75106 -19.72566
H -22.68771 17.20109 -18.43644
H -24.47202 17.12929 -18.23606
H -24.38845 14.57668 -18.17977
H -21.62240 15.00488 -19.21421
H -22.95932 14.39992 -20.10057
H -20.92339 11.46720 -18.92277
H -20.33987 13.13142 -18.75002
H -21.00310 12.67373 -20.21071
H -22.63274 14.33002 -16.72266
H -22.23517 15.85739 -16.76462
C -22.49425 6.99839 -22.43927
C -22.72101 8.36228 -23.22862
C -23.78664 9.26314 -22.74584
O -23.41070 9.90788 -21.56348
C -24.52012 10.71984 -21.06014
N -21.40621 8.90761 -23.46039
H -21.49221 6.63816 -22.67220
H -23.23623 6.21000 -22.56578
H -22.49812 7.25009 -21.37874
H -23.04256 8.05873 -24.22490
H -24.69678 8.66763 -22.67437
H -24.00711 10.01203 -23.50655
H -25.09272 11.37803 -21.71359
H -23.93398 11.32482 -20.36838
H -25.24767 10.09101 -20.54699
H -20.95144 8.74505 -22.57334
H -21.43076 9.90728 -23.60232
C -26.70499 17.17914 -15.85931
C -27.14336 16.33739 -17.02945
C -27.42948 14.91203 -16.61073
O -27.87921 14.01517 -17.68575
C -28.10818 12.67480 -17.24977
N -28.28576 16.89046 -17.67916
H -25.75047 16.84414 -15.45337
H -27.42071 17.21233 -15.03788
H -26.64800 18.24559 -16.07736
H -26.30482 16.30720 -17.72518
H -28.10092 14.81045 -15.75812
H -26.51741 14.42675 -16.26325
H -29.03817 12.52847 -16.70041
H -27.31567 12.40810 -16.55056
H -28.11986 11.84741 -17.95927
H -28.97313 16.91117 -16.93945
H -28.58749 16.18657 -18.33766
C -21.99440 9.85166 -14.02952
C -20.66693 10.26961 -13.41505
C -19.53710 9.18262 -13.60135
O -18.62199 9.17443 -12.52331
C -17.39455 8.59659 -12.71767
N -20.40375 11.59357 -13.97525
H -22.81591 10.54228 -13.83912
H -22.31049 8.93906 -13.52421
H -21.93571 9.59609 -15.08751
H -20.87542 10.38665 -12.35160
H -19.12808 9.37224 -14.59375
H -19.90361 8.16404 -13.72894
H -17.40547 7.50891 -12.64761
H -16.76326 8.91578 -11.88839
H -16.87729 8.96204 -13.60479
H -20.72279 11.49048 -14.92797
H -21.11775 12.22699 -13.64499
C -20.89491 7.79790 -17.14137
C -20.08716 6.49872 -17.29374
C -18.88007 6.31740 -16.28563
O -17.72063 7.04885 -16.71289
C -16.57323 6.72835 -15.93268
N -21.04807 5.43409 -17.10035
H -20.29327 8.70333 -17.06180
H -21.48746 7.71508 -16.23025
H -21.66836 8.14009 -17.82895
H -19.88117 6.40817 -18.36027
H -18.64943 5.25635 -16.19037
H -19.33928 6.62353 -15.34567
H -16.61081 6.05779 -15.07418
H -16.05928 7.64499 -15.64333
H -15.94655 6.13889 -16.60194
H -21.77763 5.59128 -17.78088
H -20.65381 4.53292 -17.32959
```

Kohn-Sham gap: 8.6792 eV
Energy relative to the best compared isomer or geometry (same formula, charge and spin): 5.529 eV
SMILES: COC[C@H](C)N.COC[C@H](C)N.COC[C@H](C)N.COC[C@H](C)N.COC[C@H](C)N.COC[C@H](C)N.COC[C@H](C)N.COC[C@H](C)N.COC[C@H](C)N.COC[C@H](C)N
Charge: 0
E_tot: -2889.60798 a.u.

These are the Löwdin partial charges, in e, on atoms 1 to 99: atom 1 (C): -0.030, atom 2 (C): -0.431, atom 3 (C): -0.259, atom 4 (O): -0.201, atom 5 (C): -0.083, atom 6 (N): 0.068, atom 7 (H): 0.064, atom 8 (H): 0.071, atom 9 (H): 0.063, atom 10 (H): 0.133, atom 11 (H): 0.111, atom 12 (H): 0.136, atom 13 (H): 0.100, atom 14 (H): 0.078, atom 15 (H): 0.080, atom 16 (H): 0.056, atom 17 (H): 0.027, atom 18 (C): -0.055, atom 19 (C): -0.403, atom 20 (C): -0.166, atom 21 (O): -0.228, atom 22 (C): -0.061, atom 23 (N): 0.074, atom 24 (H): 0.066, atom 25 (H): 0.071, atom 26 (H): 0.082, atom 27 (H): 0.120, atom 28 (H): 0.102, atom 29 (H): 0.129, atom 30 (H): 0.067, atom 31 (H): 0.089, atom 32 (H): 0.063, atom 33 (H): 0.046, atom 34 (H): 0.026, atom 35 (C): -0.054, atom 36 (C): -0.460, atom 37 (C): -0.174, atom 38 (O): -0.212, atom 39 (C): -0.079, atom 40 (N): 0.076, atom 41 (H): 0.059, atom 42 (H): 0.069, atom 43 (H): 0.082, atom 44 (H): 0.134, atom 45 (H): 0.097, atom 46 (H): 0.127, atom 47 (H): 0.082, atom 48 (H): 0.082, atom 49 (H): 0.080, atom 50 (H): 0.052, atom 51 (H): 0.077, atom 52 (C): -0.071, atom 53 (C): -0.455, atom 54 (C): -0.193, atom 55 (O): -0.178, atom 56 (C): -0.107, atom 57 (N): 0.049, atom 58 (H): 0.076, atom 59 (H): 0.077, atom 60 (H): 0.073, atom 61 (H): 0.128, atom 62 (H): 0.131, atom 63 (H): 0.111, atom 64 (H): 0.089, atom 65 (H): 0.085, atom 66 (H): 0.049, atom 67 (H): 0.058, atom 68 (H): 0.071, atom 69 (C): -0.061, atom 70 (C): -0.367, atom 71 (C): -0.213, atom 72 (O): -0.213, atom 73 (C): -0.074, atom 74 (N): 0.040, atom 75 (H): 0.078, atom 76 (H): 0.075, atom 77 (H): 0.076, atom 78 (H): 0.121, atom 79 (H): 0.093, atom 80 (H): 0.124, atom 81 (H): 0.086, atom 82 (H): 0.083, atom 83 (H): 0.073, atom 84 (H): 0.075, atom 85 (H): 0.019, atom 86 (C): -0.054, atom 87 (C): -0.424, atom 88 (C): -0.169, atom 89 (O): -0.231, atom 90 (C): -0.124, atom 91 (N): 0.064, atom 92 (H): 0.079, atom 93 (H): 0.082, atom 94 (H): 0.062, atom 95 (H): 0.132, atom 96 (H): 0.124, atom 97 (H): 0.127, atom 98 (H): 0.092, atom 99 (H): 0.091